Computed, not measured: a molecular structure, C30H19BrO8S, with wB97M-V/def2-TZVPD.

Its spin multiplicity is 1. The value obtained for the gap between HOMO and LUMO is 8.71 eV. The value obtained for the LUMO energy is -0.04084 hartree. The total energy comes out at -4728.76435 Ha.

Each line ends with the Löwdin charge.
CARTESIAN COORDINATES (ANGSTROEM)
C1 -0.647 2.415 4.709  -0.084
H1 -2.986 4.550 6.912  0.108
H2 1.020 0.005 0.287  0.134
H3 0.630 -7.068 -4.579  0.108
C2 1.051 -5.104 -3.820  -0.055
H4 -6.027 -0.783 -5.746  0.108
O1 1.830 4.287 6.559  0.108
O2 -0.529 -1.272 -3.262  0.095
C3 -2.329 3.953 6.294  -0.056
C4 0.573 -3.818 -3.634  -0.002
C5 -1.200 -2.095 -3.848  -0.275
C6 -0.956 4.088 6.416  -0.001
H5 -3.937 2.955 5.281  0.107
O3 3.092 -0.068 -0.038  -0.197
O4 -0.227 0.755 3.083  0.096
C7 2.553 1.028 3.152  -0.010
C8 -2.553 -1.752 -4.374  -0.082
C9 4.455 2.159 4.090  -0.037
C10 1.365 3.506 5.757  -0.278
H6 -2.404 0.267 -3.702  0.119
O5 -3.558 -4.943 -5.737  0.109
C11 -0.704 -3.482 -4.071  -0.083
O6 3.142 2.041 -1.159  -0.219
C12 -4.588 -2.352 -5.517  -0.001
C13 -2.026 2.285 4.588  -0.002
O7 4.901 0.426 -1.672  -0.199
S1 4.188 0.970 -0.576  0.607
H7 4.576 0.662 2.555  0.094
C14 1.962 1.894 -0.339  -0.779
H8 2.121 0.303 2.475  0.108
H9 5.524 2.318 4.127  0.113
H10 4.015 3.620 5.612  0.121
H11 1.569 0.054 -1.417  0.132
C15 -2.864 3.054 5.377  -0.057
H12 2.225 2.208 0.672  0.093
C16 -3.027 -0.455 -4.212  -0.001
C17 -4.274 -0.110 -4.704  -0.056
C18 -0.110 3.323 5.622  -0.081
C19 -1.016 -5.733 -4.878  -0.001
C20 -1.498 -4.441 -4.700  -0.082
C21 -3.337 -2.704 -5.025  -0.082
C22 3.923 1.226 3.207  -0.059
C23 1.764 0.398 -0.401  -0.176
H13 -2.421 1.576 3.873  0.120
H14 -1.650 -6.462 -5.364  0.121
O8 4.852 1.510 0.557  -0.225
C24 3.620 2.890 4.919  0.004
C25 0.255 -6.062 -4.438  -0.055
H15 -5.180 -3.105 -6.020  0.121
Br1 0.512 2.959 -0.933  0.823
H16 1.176 -3.060 -3.153  0.117
C26 -5.054 -1.057 -5.359  -0.056
H17 -0.519 4.783 7.121  0.121
C27 2.244 2.699 4.863  -0.083
H18 2.047 -5.363 -3.484  0.108
H19 -4.642 0.900 -4.579  0.107
C28 1.708 1.767 3.973  -0.080
C29 -2.863 -4.107 -5.202  -0.277
C30 0.234 1.566 3.859  -0.276

---

Computed, not measured: a molecular structure, C20H37MoN3OP in a non-equilibrium geometry, with wB97M-V/def2-TZVPD.

Its spin multiplicity is 3. The value obtained for the gap between HOMO and LUMO (alpha / beta) is 7.36 / 6.43 eV. As for the charge: +1. The value obtained for the LUMO energy (alpha / beta) is -0.11563 / -0.14966 hartree. For the energy above the lowest of the compared OMol25 structures with the same formula, charge and spin, the calculation gives 0.0 kJ/mol. The total energy comes out at -1433.06049 Ha.

Each line ends with the Löwdin charge.
CARTESIAN COORDINATES (ANGSTROEM)
C1 -0.371 -1.409 5.096  -0.101
H1 3.566 1.643 -1.537  0.073
H2 -0.023 -1.613 6.121  0.084
H3 2.678 -3.745 1.164  0.088
H4 -1.155 1.023 1.938  0.115
C2 0.127 -0.949 -2.378  -0.219
C3 0.984 1.159 1.318  -0.119
H5 -2.079 -0.890 0.146  0.111
C4 -1.473 -0.672 -0.722  -0.141
C5 -1.602 -4.757 1.248  -0.110
C6 -0.628 2.519 0.342  -0.151
H6 -3.107 -2.130 2.531  0.080
H7 -2.731 0.827 -1.836  0.136
H8 1.820 -2.197 1.062  0.051
C7 -3.073 -3.229 2.488  -0.099
H9 2.703 -2.658 2.558  0.092
H10 0.327 -5.593 3.039  0.075
H11 3.982 2.791 -2.820  0.102
H12 -1.556 3.065 0.178  0.120
H13 0.350 -0.726 4.625  0.076
O1 -0.461 -1.395 2.103  -0.301
H14 2.798 -0.168 -2.935  0.080
H15 -1.370 -0.935 5.179  0.091
C8 -0.277 -1.385 -1.073  -0.144
H16 0.929 -1.420 -2.936  0.107
H17 -0.655 -4.657 0.704  0.074
C9 2.074 -3.026 1.732  -0.110
Mo1 0.267 0.834 -1.120  1.514
C10 -1.018 -3.755 5.182  -0.112
C11 2.368 0.517 -3.677  -0.124
C12 3.150 2.406 -2.207  -0.115
H18 0.681 3.447 -2.891  0.060
H19 -0.594 -3.661 6.192  0.090
H20 1.397 -4.605 4.066  0.082
H21 0.832 3.771 -0.825  0.099
C13 1.047 2.721 -3.627  -0.103
H22 1.448 0.405 1.945  0.104
C14 -0.407 1.443 1.266  -0.131
P1 -0.438 -2.746 2.711  0.538
H23 3.078 0.595 -4.514  0.099
H24 2.026 -5.385 2.622  0.091
N1 -0.445 -2.684 4.379  -0.303
H25 -2.114 -3.674 5.259  0.080
H26 -0.749 -4.739 4.783  0.066
H27 -3.505 -3.643 3.406  0.075
N2 -1.714 -3.732 2.276  -0.298
C15 -1.820 0.208 -1.790  -0.140
H28 1.468 0.052 -4.089  0.051
N3 0.868 -3.694 2.215  -0.315
H29 -2.448 -4.660 0.550  0.081
H30 2.799 3.244 -1.594  0.061
H31 1.453 3.282 -4.484  0.099
H32 2.752 2.141 0.334  0.102
H33 0.181 -2.178 -0.475  0.106
H34 0.173 2.167 -3.986  0.049
H35 -0.873 0.559 -3.789  0.107
H36 -1.654 -5.752 1.717  0.085
C16 -0.832 0.064 -2.826  -0.215
C17 0.670 2.927 -0.159  -0.211
C18 1.152 -4.869 3.032  -0.116
C19 1.670 2.067 0.448  -0.166
H37 -3.719 -3.538 1.656  0.081
C20 2.045 1.805 -3.002  -0.435

---

Computed, not measured: a molecular structure, C27H23AsGeN2S4Y in a non-equilibrium geometry, with wB97M-V/def2-TZVPD.

Its spin multiplicity is 2. The value obtained for the gap between HOMO and LUMO (alpha / beta) is 6.26 / 4.34 eV. The value obtained for the LUMO energy (alpha / beta) is -0.04654 / -0.11675 hartree. For the energy above the lowest of the compared OMol25 structures with the same formula, charge and spin, the calculation gives 86.4 kJ/mol. The total energy comes out at -7096.07316 Ha.

Each line ends with the Löwdin charge.
CARTESIAN COORDINATES (ANGSTROEM)
C1 2.345 0.743 1.635  -0.215
H1 -3.140 3.014 3.808  0.097
H2 -5.273 1.924 -4.700  0.111
C2 -2.842 2.369 -2.334  -0.188
C3 -0.704 -0.215 3.391  -0.124
C4 1.160 3.753 -0.788  -0.275
H3 2.420 1.776 4.162  0.112
C5 2.864 0.545 -0.603  -0.132
C6 1.313 0.655 2.702  -0.200
C7 -2.881 4.938 2.897  -0.101
C8 -1.032 3.682 -3.227  -0.112
C9 -2.935 3.226 -4.624  -0.042
C10 -1.561 2.972 -2.176  -0.274
H4 -1.912 1.815 2.048  0.056
H5 -3.016 1.613 -0.313  0.057
C11 -2.717 3.564 2.975  -0.098
C12 4.619 1.013 0.927  -0.034
C13 3.679 0.988 1.942  0.003
C14 -4.691 1.045 -1.479  -0.085
C15 -1.634 4.959 0.841  -0.108
H6 2.490 0.360 -1.603  0.087
C16 1.535 1.190 3.967  0.006
H7 -5.151 0.497 -0.666  0.102
Y1 -0.418 -0.058 -0.075  0.526
C17 -0.527 0.234 4.685  -0.034
H8 4.907 0.791 -1.198  0.116
C18 0.603 0.984 4.968  -0.028
S1 -2.380 -1.842 -0.201  0.024
N1 1.957 0.516 0.373  -0.033
H9 -0.054 4.138 -3.126  0.082
C19 -4.776 1.843 -3.740  -0.034
C20 -2.341 5.636 1.825  -0.089
H10 0.752 1.402 5.954  0.118
H11 -6.303 0.645 -2.856  0.102
C21 -3.479 1.650 -1.295  -0.082
H12 -3.434 5.465 3.664  0.098
C22 4.206 0.790 -0.376  -0.026
C23 -1.456 3.577 0.900  -0.333
As1 -0.630 -2.573 -1.347  -0.520
H13 -1.595 -0.769 3.115  0.116
C24 -3.524 2.480 -3.576  -0.166
H14 -2.481 6.708 1.752  0.100
H15 1.761 3.731 0.124  0.004
H16 0.882 4.792 -0.978  0.007
C25 -1.722 3.825 -4.449  -0.081
C26 -2.013 2.897 1.981  -0.154
H17 -1.266 0.019 5.444  0.115
H18 5.660 1.197 1.155  0.116
H19 -1.219 5.510 0.004  0.095
S2 -0.046 -0.861 -2.608  0.062
H20 1.781 3.407 -1.616  0.005
S3 -0.837 -4.396 -2.305  -0.038
H21 -3.465 3.309 -5.566  0.109
H22 -1.275 4.402 -5.250  0.100
C27 -5.348 1.135 -2.721  -0.078
N2 0.172 0.008 2.410  0.018
H23 3.988 1.132 2.967  0.110
S4 0.933 -2.525 0.200  0.218
Ge1 -0.467 2.619 -0.553  0.810

---

Computed, not measured: C5H12N2 in the gas phase in a non-equilibrium geometry, with wB97M-V/def2-TZVPD.

Its spin multiplicity is 1. The value obtained for the gap between HOMO and LUMO is 10.22 eV. The value obtained for the LUMO energy is 0.03449 hartree. For the energy above the lowest of the compared OMol25 structures with the same formula, charge and spin, the calculation gives 43.5 kJ/mol. The total energy comes out at -307.21277 Ha.

Each line ends with the Löwdin charge.
CARTESIAN COORDINATES (ANGSTROEM)
H1 1.924 -1.080 -1.586  0.082
C1 0.852 -1.241 -1.688  -0.086
N1 -1.451 2.387 -0.419  0.103
H2 -2.120 2.740 0.376  0.087
H3 1.285 0.967 0.305  0.123
H4 -0.025 -1.193 1.663  0.058
H5 -0.958 -0.842 -0.619  0.137
H6 0.379 -2.555 0.622  0.076
H7 0.574 1.244 -1.301  0.112
C2 -0.756 1.576 0.245  -0.525
H8 1.601 -1.336 0.982  0.082
N2 -1.065 1.440 1.626  0.087
H9 -2.009 1.454 1.982  0.085
C3 0.117 -0.702 -0.460  -0.426
C4 0.401 0.808 -0.317  -0.129
C5 0.540 -1.490 0.781  -0.085
H10 0.513 -0.732 -2.588  0.078
H11 -0.472 0.864 2.203  0.065
H12 0.669 -2.308 -1.805  0.075

---

> What is the total energy in the second record?

-1433.06049 Ha

---

Copy entry 3 word for word.
Computed, not measured: a molecular structure, C27H23AsGeN2S4Y in a non-equilibrium geometry, with wB97M-V/def2-TZVPD.

Its spin multiplicity is 2. The value obtained for the gap between HOMO and LUMO (alpha / beta) is 6.26 / 4.34 eV. The value obtained for the LUMO energy (alpha / beta) is -0.04654 / -0.11675 hartree. For the energy above the lowest of the compared OMol25 structures with the same formula, charge and spin, the calculation gives 86.4 kJ/mol. The total energy comes out at -7096.07316 Ha.

Each line ends with the Löwdin charge.
CARTESIAN COORDINATES (ANGSTROEM)
C1 2.345 0.743 1.635  -0.215
H1 -3.140 3.014 3.808  0.097
H2 -5.273 1.924 -4.700  0.111
C2 -2.842 2.369 -2.334  -0.188
C3 -0.704 -0.215 3.391  -0.124
C4 1.160 3.753 -0.788  -0.275
H3 2.420 1.776 4.162  0.112
C5 2.864 0.545 -0.603  -0.132
C6 1.313 0.655 2.702  -0.200
C7 -2.881 4.938 2.897  -0.101
C8 -1.032 3.682 -3.227  -0.112
C9 -2.935 3.226 -4.624  -0.042
C10 -1.561 2.972 -2.176  -0.274
H4 -1.912 1.815 2.048  0.056
H5 -3.016 1.613 -0.313  0.057
C11 -2.717 3.564 2.975  -0.098
C12 4.619 1.013 0.927  -0.034
C13 3.679 0.988 1.942  0.003
C14 -4.691 1.045 -1.479  -0.085
C15 -1.634 4.959 0.841  -0.108
H6 2.490 0.360 -1.603  0.087
C16 1.535 1.190 3.967  0.006
H7 -5.151 0.497 -0.666  0.102
Y1 -0.418 -0.058 -0.075  0.526
C17 -0.527 0.234 4.685  -0.034
H8 4.907 0.791 -1.198  0.116
C18 0.603 0.984 4.968  -0.028
S1 -2.380 -1.842 -0.201  0.024
N1 1.957 0.516 0.373  -0.033
H9 -0.054 4.138 -3.126  0.082
C19 -4.776 1.843 -3.740  -0.034
C20 -2.341 5.636 1.825  -0.089
H10 0.752 1.402 5.954  0.118
H11 -6.303 0.645 -2.856  0.102
C21 -3.479 1.650 -1.295  -0.082
H12 -3.434 5.465 3.664  0.098
C22 4.206 0.790 -0.376  -0.026
C23 -1.456 3.577 0.900  -0.333
As1 -0.630 -2.573 -1.347  -0.520
H13 -1.595 -0.769 3.115  0.116
C24 -3.524 2.480 -3.576  -0.166
H14 -2.481 6.708 1.752  0.100
H15 1.761 3.731 0.124  0.004
H16 0.882 4.792 -0.978  0.007
C25 -1.722 3.825 -4.449  -0.081
C26 -2.013 2.897 1.981  -0.154
H17 -1.266 0.019 5.444  0.115
H18 5.660 1.197 1.155  0.116
H19 -1.219 5.510 0.004  0.095
S2 -0.046 -0.861 -2.608  0.062
H20 1.781 3.407 -1.616  0.005
S3 -0.837 -4.396 -2.305  -0.038
H21 -3.465 3.309 -5.566  0.109
H22 -1.275 4.402 -5.250  0.100
C27 -5.348 1.135 -2.721  -0.078
N2 0.172 0.008 2.410  0.018
H23 3.988 1.132 2.967  0.110
S4 0.933 -2.525 0.200  0.218
Ge1 -0.467 2.619 -0.553  0.810